The following is a DFT calculation (ωB97M-V/def2-TZVPD) of one molecule with the formula C18H20N6O2S in a non-equilibrium geometry.

```
47
Properties=species:S:1:pos:R:3
S -1.615 -2.962 3.625
N 0.865 -0.377 0.264
N 1.465 4.583 1.546
N 0.069 -0.449 2.390
O 0.783 -3.303 -4.066
O -1.032 -5.448 -3.370
C -0.983 -2.739 2.087
C 0.290 -1.517 0.465
C 1.382 5.847 1.861
C 0.673 0.264 1.497
C 0.040 6.134 2.338
C -0.628 4.941 2.353
C 0.564 -2.521 -1.837
C -1.139 -4.567 -1.117
C 0.262 -3.452 -2.798
C -0.593 -4.541 -2.444
C 0.040 -2.565 -0.562
C -0.755 -3.636 -0.187
N -0.219 -1.615 1.734
N -1.211 -3.704 1.137
N 0.240 4.002 1.804
C -0.151 -2.872 -5.050
C -0.015 -6.377 -3.794
C 2.539 6.775 1.775
C -2.065 4.749 2.897
C 1.087 1.681 1.730
C -0.141 2.603 1.509
H -0.325 7.095 2.687
H 1.240 -1.697 -2.096
H -1.793 -5.383 -0.839
H -1.532 -4.590 1.500
H -0.976 -3.591 -5.104
H 0.339 -2.805 -6.051
H -0.537 -1.875 -4.783
H 0.560 -6.807 -2.974
H 0.699 -5.884 -4.481
H -0.444 -7.211 -4.370
H 3.150 6.559 0.876
H 2.139 7.791 1.769
H 3.116 6.682 2.659
H -2.745 4.511 2.048
H -2.377 5.693 3.379
H -2.106 3.960 3.657
H 1.886 1.900 1.001
H 1.404 1.852 2.779
H -0.446 2.560 0.451
H -1.007 2.304 2.106
```

Summary:
HOMO level: -0.310 Ha
HOMO-LUMO gap: 8.260 eV
Charge: 0
ΔE to the lowest compared entry with this formula, charge and spin: 30.1 kcal per mole
SMILES: COc1cc2[nH]c(=S)n3nc(CCn4nc(C)cc4C)nc3c2cc1OC
Calculated total energy: -42860.2527 eV
Molecular weight: 384.46 g/mol
F_max: 2.63 eV/Å

=====

The following is a DFT calculation (ωB97M-V/def2-TZVPD) of a 6-piece molecular cluster, C11H34O6 overall in a non-equilibrium geometry.

```
51
Properties=species:S:1:pos:R:3
C -1.745 -0.845 3.850
C -1.491 0.492 4.743
O -1.180 1.601 3.883
H -0.800 -1.276 3.520
H -2.291 -0.497 2.973
H -2.441 -1.465 4.414
H -0.705 0.265 5.463
H -2.406 0.643 5.315
H -0.792 2.292 4.425
C -2.369 2.485 0.015
C -2.757 3.319 1.321
O -3.081 2.391 2.327
H -2.210 3.150 -0.834
H -3.171 1.851 -0.363
H -1.462 1.903 0.176
H -3.601 3.965 1.078
H -1.912 3.886 1.712
H -2.289 1.953 2.647
C 2.722 -5.244 1.103
C 1.743 -5.140 -0.146
O 0.546 -4.681 0.370
H 3.515 -5.991 1.084
H 2.099 -5.433 1.977
H 3.272 -4.346 1.384
H 1.522 -6.127 -0.553
H 1.998 -4.387 -0.891
H 0.726 -3.753 0.536
C -0.214 0.776 -4.046
C -0.306 2.043 -3.231
O 0.813 2.839 -3.433
H 0.602 0.135 -3.710
H 0.085 1.081 -5.048
H -1.189 0.294 -4.120
H -0.345 1.883 -2.154
H -1.089 2.753 -3.499
H 0.689 3.656 -2.945
C 3.595 0.057 -1.611
C 3.042 1.448 -1.292
O 3.305 2.375 -2.340
H 4.463 0.193 -2.255
H 2.931 -0.589 -2.187
H 3.809 -0.523 -0.713
H 3.406 1.786 -0.321
H 1.955 1.377 -1.316
H 2.409 2.542 -2.642
C -1.400 -0.602 -0.469
O -1.822 -0.977 -1.813
H -0.640 0.178 -0.439
H -2.263 -0.293 0.121
H -1.045 -1.600 -0.212
H -2.231 -1.844 -1.856
```

Summary:
HOMO level (spin up / spin down): -0.437 / -0.437 Ha
HOMO-LUMO gap (spin up / spin down): 8.784 / 2.447 eV
Charge: +1
ΔE to the lowest compared entry with this formula, charge and spin: 81.4 kcal per mole
Spin multiplicity: 2
Calculated total energy: -24230.1736 eV
Expectation value of S²: 0.7544
Molecular weight: 262.39 g/mol
F_max: 3.34 eV/Å

=====

Look up the calculated total energy of the second one. -24230.1736 eV

=====

Which formula does entry 1 have? C18H20N6O2S

=====

molecular weight of number 1 (C18H20N6O2S)? 384.46 g/mol

=====

What did the second record say?
The following is a DFT calculation (ωB97M-V/def2-TZVPD) of a 6-piece molecular cluster, C11H34O6 overall in a non-equilibrium geometry.

```
51
Properties=species:S:1:pos:R:3
C -1.745 -0.845 3.850
C -1.491 0.492 4.743
O -1.180 1.601 3.883
H -0.800 -1.276 3.520
H -2.291 -0.497 2.973
H -2.441 -1.465 4.414
H -0.705 0.265 5.463
H -2.406 0.643 5.315
H -0.792 2.292 4.425
C -2.369 2.485 0.015
C -2.757 3.319 1.321
O -3.081 2.391 2.327
H -2.210 3.150 -0.834
H -3.171 1.851 -0.363
H -1.462 1.903 0.176
H -3.601 3.965 1.078
H -1.912 3.886 1.712
H -2.289 1.953 2.647
C 2.722 -5.244 1.103
C 1.743 -5.140 -0.146
O 0.546 -4.681 0.370
H 3.515 -5.991 1.084
H 2.099 -5.433 1.977
H 3.272 -4.346 1.384
H 1.522 -6.127 -0.553
H 1.998 -4.387 -0.891
H 0.726 -3.753 0.536
C -0.214 0.776 -4.046
C -0.306 2.043 -3.231
O 0.813 2.839 -3.433
H 0.602 0.135 -3.710
H 0.085 1.081 -5.048
H -1.189 0.294 -4.120
H -0.345 1.883 -2.154
H -1.089 2.753 -3.499
H 0.689 3.656 -2.945
C 3.595 0.057 -1.611
C 3.042 1.448 -1.292
O 3.305 2.375 -2.340
H 4.463 0.193 -2.255
H 2.931 -0.589 -2.187
H 3.809 -0.523 -0.713
H 3.406 1.786 -0.321
H 1.955 1.377 -1.316
H 2.409 2.542 -2.642
C -1.400 -0.602 -0.469
O -1.822 -0.977 -1.813
H -0.640 0.178 -0.439
H -2.263 -0.293 0.121
H -1.045 -1.600 -0.212
H -2.231 -1.844 -1.856
```

Summary:
HOMO level (spin up / spin down): -0.437 / -0.437 Ha
HOMO-LUMO gap (spin up / spin down): 8.784 / 2.447 eV
Charge: +1
ΔE to the lowest compared entry with this formula, charge and spin: 81.4 kcal per mole
Spin multiplicity: 2
Calculated total energy: -24230.1736 eV
Expectation value of S²: 0.7544
Molecular weight: 262.39 g/mol
F_max: 3.34 eV/Å